# C18H24IN2OS3Zn

C18H24IN2OS3Zn as an isolated structure (ωB97M-V/def2-TZVPD, the Open Molecules 2025 dataset).

Structure (ORCA input):
```
! RIJCOSX wB97M-V def2-TZVPD def2/J DEFGRID3
* xyz -1 1
Zn -0.9161 1.4243 -0.8338
C -1.3355 -0.4933 1.6223
N -0.8081 0.8592 1.4159
C 0.6109 0.9438 1.7838
C 1.5022 0.1962 0.8102
N 1.3955 0.7784 -0.5191
C 2.0998 2.0677 -0.6164
C 1.8357 -0.0627 -1.5976
C 2.9112 -0.9286 -1.4436
C 3.3795 -1.6907 -2.5068
C 2.7516 -1.5697 -3.7391
C 1.6767 -0.7049 -3.8946
C 1.1942 0.0851 -2.8392
S -0.1289 1.1996 -3.0847
C -1.5493 1.9014 2.0993
C -2.2381 1.6270 3.2753
C -2.9174 2.6234 3.9612
C -2.9019 3.9171 3.4588
C -2.2170 4.1969 2.2880
C -1.5206 3.2096 1.5793
S -0.6876 3.6138 0.0921
H -1.0525 -0.8946 2.6073
H -0.9624 -1.1525 0.8405
H -2.4179 -0.4689 1.5326
H 0.7655 0.5416 2.7958
H 0.8822 1.9987 1.8015
H 1.1932 -0.8490 0.7433
H 2.5328 0.2202 1.1964
H 3.1787 1.9216 -0.4629
H 1.7054 2.7776 0.1064
H 1.9263 2.4794 -1.6098
H 3.4012 -1.0051 -0.4788
H 4.2192 -2.3610 -2.3703
H 3.0938 -2.1577 -4.5836
H 1.1798 -0.6168 -4.8535
H -2.2579 0.6174 3.6636
H -3.4604 2.3855 4.8677
H -3.4375 4.7071 3.9720
H -2.2218 5.1987 1.8766
I -3.4612 0.7879 -0.8065
C -0.1833 -3.9797 0.0143
S -0.0412 -2.9554 -1.4601
C -1.1741 -3.9226 -2.4625
O -0.7604 -1.6884 -1.1646
H 0.1972 -4.9795 -0.1991
H -1.2311 -4.0062 0.3176
H 0.4203 -3.5123 0.7917
H -0.7825 -4.9337 -2.5838
H -1.2388 -3.4246 -3.4286
H -2.1495 -3.9213 -1.9749
*
```

Summary:
LUMO level, eV: 2.2
Molar mass, g mol⁻¹: 572.9
ΔE to the lowest compared entry with this formula, charge and spin, kJ/mol: 0.00
Energy, hartree: -4156.79376
Orbital gap, eV: 6.29

# C4H2MgO

C4H2MgO as an isolated structure at a distorted geometry (ωB97M-V/def2-TZVPD, the Open Molecules 2025 dataset).

Structure (ORCA input):
```
! RIJCOSX wB97M-V def2-TZVPD def2/J DEFGRID3
* xyz 1 2
C -2.3297 0.7951 -0.0196
C 0.2896 0.7202 0.0205
C -0.9600 0.7363 0.0120
C 3.3753 -2.6909 -0.0433
O 3.1158 -1.5865 0.0013
Mg 2.2855 0.3865 0.0756
H -2.8468 1.7546 -0.0795
H -2.9297 -0.1154 0.0330
*
```

Summary:
LUMO level (spin up / spin down), eV: -6.2 / -6.2
Expectation value of S²: 0.779
Molar mass, g mol⁻¹: 90.4
ΔE to the lowest compared entry with this formula, charge and spin, kJ/mol: 0.00
Energy, hartree: -428.55461
Orbital gap (spin up / spin down), eV: 5.14 / 7.06

# C13H19ClMnSi

C13H19ClMnSi as an isolated structure at a distorted geometry (ωB97M-V/def2-TZVPD, the Open Molecules 2025 dataset).

Structure (ORCA input):
```
! RIJCOSX wB97M-V def2-TZVPD def2/J DEFGRID3
* xyz 0 4
C -2.1348 -0.9189 -0.1023
C -1.4465 -1.1149 -1.3340
C -1.2624 0.1862 -1.9349
H -1.2463 -2.0714 -1.7914
C -1.6569 1.1855 -0.9732
C -2.2228 0.4874 0.1538
H -2.7912 0.9520 0.9637
H -2.5947 -1.7136 0.4965
H -1.0074 0.3695 -2.9651
H -1.6289 2.2674 -1.0997
Mn -0.0713 0.0643 -0.2808
Cl 0.1025 -0.9496 1.7439
C 2.3944 0.1368 0.2536
C 1.8934 1.3689 -0.2717
C 1.2371 1.0865 -1.5209
H 2.0355 2.3577 0.1763
C 1.3187 -0.3539 -1.7465
C 1.9723 -0.9311 -0.6068
H 2.2499 -1.9802 -0.4799
H 3.0039 0.0334 1.1491
H 0.8784 1.8593 -2.2109
H 1.0731 -0.8904 -2.6519
C -1.6335 0.4434 3.6649
Si -0.1132 1.0401 2.7790
C -0.3492 2.7272 2.0220
C 1.5786 0.8585 3.5127
H -2.5554 0.6741 3.1132
H -1.6256 1.0020 4.6060
H -1.6212 -0.6346 3.8976
H -0.4152 3.3443 2.9289
H 0.4955 3.0943 1.4306
H -1.2763 2.8614 1.4555
H 1.4743 1.3496 4.4853
H 1.8803 -0.1910 3.6667
H 2.3427 1.3765 2.9131
*
```

Summary:
LUMO level (spin up / spin down), eV: 0.6 / 0.6
Expectation value of S²: 3.805
Molar mass, g mol⁻¹: 293.8
Energy, hartree: -2407.34082
Orbital gap (spin up / spin down), eV: 6.10 / 7.66

# C35H102N2O15

A 15-piece molecular cluster, C35H102N2O15 overall at a distorted geometry (ωB97M-V/def2-TZVPD, the Open Molecules 2025 dataset).

Structure (ORCA input):
```
! RIJCOSX wB97M-V def2-TZVPD def2/J DEFGRID3
* xyz 0 1
C 3.9317 -1.5102 -2.6232
C 3.5157 -2.1062 -1.2785
C 3.6233 -1.1195 -0.0768
O 2.1987 -2.5363 -1.4489
H 3.5786 -0.4791 -2.6371
H 3.3872 -2.0782 -3.3776
H 5.0069 -1.4354 -2.7861
H 4.1473 -2.9861 -1.1560
H 3.2970 -0.1431 -0.4350
H 4.6823 -0.9711 0.1346
H 3.1512 -1.5693 0.7967
H 1.6784 -1.7298 -1.4270
C -0.3246 -0.1409 -5.0347
C 1.1658 -0.3411 -4.6359
C 1.7923 -1.1401 -5.7524
O 1.7195 0.9457 -4.6290
H -0.4893 -0.0805 -6.1105
H -0.7332 0.7713 -4.5998
H -0.9400 -0.9659 -4.6758
H 1.3077 -0.8384 -3.6764
H 1.3626 -2.1410 -5.7101
H 2.8679 -1.1702 -5.5785
H 1.5378 -0.7124 -6.7222
H 2.6477 0.9363 -4.3843
C -0.1289 4.1366 1.5250
C 0.5724 4.6800 0.3121
C 0.5240 6.1902 0.3152
O 1.9491 4.3446 0.3480
H 0.4909 4.2750 2.4110
H -0.3346 3.0713 1.4209
H -1.0458 4.6212 1.8604
H 0.2294 4.2799 -0.6420
H -0.4700 6.6301 0.2333
H 1.0768 6.5813 -0.5389
H 1.0508 6.5631 1.1934
H 2.3070 4.6319 -0.4952
C 5.0444 2.0505 1.0642
C 3.7708 1.7443 1.9161
C 4.0125 0.7452 3.0586
O 3.2863 2.9340 2.4595
H 5.0889 1.3138 0.2621
H 5.9388 2.0142 1.6862
H 4.8872 3.0458 0.6487
H 2.9274 1.4571 1.2882
H 4.8205 1.0811 3.7085
H 4.4092 -0.1417 2.5645
H 3.1033 0.5162 3.6144
H 2.8307 3.4000 1.7545
C -5.3857 -0.4703 2.0028
C -5.2939 -1.9996 1.7305
C -6.3429 -2.3854 0.6682
O -4.0124 -2.2824 1.2984
H -6.4477 -0.2616 2.1319
H -4.9736 0.0369 1.1305
H -4.9098 -0.1411 2.9265
H -5.5154 -2.5481 2.6460
H -7.3531 -2.0668 0.9252
H -6.4127 -3.4684 0.5662
H -6.0704 -1.9097 -0.2739
H -3.9742 -3.2134 1.0674
C -4.6539 -0.2223 -2.6864
C -3.4468 -0.8483 -3.4461
C -2.6171 -1.7467 -2.4735
O -3.9715 -1.6895 -4.4272
H -4.3209 0.4824 -1.9244
H -5.2481 -0.9949 -2.1985
H -5.2858 0.3608 -3.3563
H -2.8838 -0.0400 -3.9128
H -3.3131 -2.4683 -2.0457
H -2.1501 -1.2015 -1.6533
H -1.8182 -2.1808 -3.0746
H -4.3100 -2.4171 -3.9004
C 1.0348 -4.1782 1.2438
C 0.2657 -4.8788 0.1951
C -0.7921 -3.9640 -0.3857
O 1.1191 -5.1021 -0.9323
H 1.9919 -4.6717 1.4126
H 0.5005 -4.3047 2.1854
H 1.2090 -3.1148 1.0794
H -0.1944 -5.8274 0.4718
H -0.3772 -3.0246 -0.7512
H -1.5871 -3.9066 0.3578
H -1.2701 -4.4280 -1.2484
H 1.4373 -4.2399 -1.2098
C 3.3013 -2.9906 4.9803
C 1.7736 -2.9987 4.8381
C 1.0990 -4.3555 5.1658
O 1.4768 -5.4240 4.2800
C 0.9606 -6.6627 4.7492
N 1.2267 -1.9361 5.6839
H 3.7771 -2.0933 4.5846
H 3.7200 -3.7810 4.3574
H 3.6495 -3.2247 5.9863
H 1.4850 -2.8039 3.8052
H 0.0165 -4.2327 5.1322
H 1.3086 -4.5627 6.2152
H 1.2975 -7.3975 4.0180
H -0.1129 -6.6788 4.9376
H 1.4585 -6.9273 5.6820
H 1.5214 -1.0371 5.3303
H 0.2698 -1.9387 5.3607
C -0.2069 0.4564 2.8950
C -1.0316 -0.7998 2.6254
C -1.9658 -1.1670 3.7249
O -1.2306 -1.5312 4.8711
C -2.0972 -2.2228 5.8003
N -1.7631 -0.5023 1.3790
H 0.5884 0.6956 2.1889
H 0.2218 0.3182 3.8876
H -0.8539 1.3271 3.0010
H -0.3011 -1.5873 2.4402
H -2.6028 -1.9790 3.3740
H -2.7252 -0.4418 4.0173
H -1.5911 -2.5337 6.7142
H -2.4462 -3.1321 5.3109
H -2.9942 -1.6696 6.0787
H -2.2952 0.3243 1.6109
H -2.4146 -1.2679 1.2818
C 2.2072 6.7017 -3.0922
O 2.3888 5.3869 -2.6392
H 2.3575 7.3431 -2.2238
H 2.8366 7.0418 -3.9145
H 1.2161 6.9191 -3.4905
H 2.0403 4.7589 -3.2763
C 4.1758 2.4620 -2.4332
O 4.2980 1.5806 -3.5866
H 3.2434 2.2694 -1.9026
H 4.9482 2.2518 -1.6934
H 4.2397 3.5092 -2.7287
H 5.1628 1.6926 -3.9881
C 0.5410 0.9055 -1.2533
O 0.4926 -0.2058 -0.4471
H -0.4312 1.0601 -1.7213
H 0.6326 1.7846 -0.6155
H 1.3728 0.7726 -1.9451
H -0.2785 -0.1616 0.1229
C -4.0563 3.4913 -4.1550
O -4.2455 3.6589 -2.6847
H -4.8319 3.9848 -4.7407
H -3.1408 4.0361 -4.3854
H -3.9705 2.4594 -4.4956
H -5.0404 3.2368 -2.3507
C -3.4705 2.5267 0.3091
O -3.3932 2.1509 1.6404
H -2.5493 2.9839 -0.0523
H -3.7630 1.7144 -0.3562
H -4.2443 3.2902 0.2292
H -4.3077 2.0992 1.9278
C -0.2923 3.7918 -4.0258
O 1.1074 3.5781 -4.2220
H -0.4542 4.8672 -4.0992
H -0.8404 3.3603 -4.8633
H -0.7797 3.5138 -3.0914
H 1.2295 2.6342 -4.3474
*
```

Summary:
LUMO level, eV: 0.2
Molar mass, g mol⁻¹: 791.2
Energy, hartree: -2632.63173
Orbital gap, eV: 9.01